This record from the OMol25 dataset describes a molecular structure, C6H13INO at a distorted geometry. The level of theory is ωB97M-V with the def2-TZVPD basis set.

XYZ file:
```
22
Properties=species:S:1:pos:R:3:forces:R:3:mulliken_spin:R:1
C 1.229952 -0.242302 1.389883 -0.9173 0.3455 -1.4098 0.037
C 0.421287 0.988982 0.861818 -1.8044 -1.8005 1.0908 0.009
C -0.059167 -1.188211 -0.201273 2.1672 0.2629 -4.7249 0.337
C -0.574752 1.655409 1.845247 0.0192 0.7307 -0.7074 -0.006
C -0.002863 -2.101107 -1.958527 -4.2970 -1.3561 4.4794 0.158
C -0.127935 0.960898 -1.493385 0.0728 -1.9024 -1.3848 0.002
N -0.444028 0.307789 -0.215296 2.7044 -0.4563 -1.3041 0.061
O 1.186795 -1.181058 0.280562 1.0572 0.3686 1.1984 0.027
I -1.457086 -2.170009 1.125479 -2.9846 -2.4707 2.5415 1.361
H 2.240695 -0.129298 1.654554 1.3468 0.7005 -0.0717 0.002
H 0.767110 -0.611629 2.277144 -0.7787 -0.7613 0.5453 0.007
H 1.003972 1.608999 0.268003 1.2861 1.4716 -0.3514 0.003
H -1.058128 0.845888 2.391116 -0.3642 0.1203 0.0001 0.012
H -1.341126 2.325243 1.315302 1.0667 -1.1303 0.6181 -0.003
H -0.105212 2.298306 2.594359 0.2310 -0.1727 -0.2072 0.002
H -0.115341 -3.218835 -1.890237 0.3558 0.9253 0.9522 -0.006
H 0.884082 -1.962196 -2.397227 3.0800 1.5025 -1.8343 0.016
H -0.988626 -1.869393 -2.335348 0.3530 0.9172 -0.7994 -0.002
H -0.769232 0.713761 -2.328874 -0.5470 -0.3997 0.2416 -0.002
H -0.160286 1.975394 -1.370544 -0.0944 2.6905 0.3502 -0.004
H 0.862982 0.664090 -1.818794 0.2589 -0.0260 0.3082 0.003
H -1.393093 0.329279 0.006038 -2.2112 0.4404 0.4693 -0.014
```
Forces are in eV/Å.

Computed properties:
- F_max (eV/Å) = 6.4
- HOMO level (alpha / beta) (eV) = -9.40 / -13.98
- charge = +1
- Kohn-Sham gap (alpha / beta) (eV) = 6.8 / 6.6
- calculated total energy (Eh) = -663.6099
- multiplicity = 3